No. 1
DFT (wB97M-V/def2-TZVPD) results for a molecular structure, C29H36AsCaClN9O11PSe.

Atoms and positions in Å:
O1 -3.994 1.420 0.121
C1 1.428 -3.062 1.209
H1 0.576 -5.246 2.762
O2 0.468 1.701 4.053
H2 4.973 2.615 -0.083
C2 -2.431 5.673 -2.491
C3 -1.265 3.889 2.805
H3 3.315 0.344 -2.725
H4 -0.543 -3.910 3.182
C4 -1.304 -4.460 -2.521
H5 4.662 3.344 1.487
P1 0.368 -4.087 0.122
H6 -1.231 -5.297 -1.825
H7 3.193 1.383 1.379
C5 0.496 -3.161 -3.683
C6 -2.468 4.641 -3.415
Cl1 -3.182 5.591 1.724
H8 5.169 -0.811 -1.520
C7 -3.038 -3.314 1.924
N1 -1.210 -2.064 1.162
C8 0.737 -3.392 -1.521
H9 3.729 3.913 -2.181
H10 2.139 -2.262 4.235
As1 2.092 1.452 -0.848
H11 2.190 2.789 1.237
H12 4.356 1.554 -1.990
Ca1 -0.335 -0.154 0.274
C9 -2.534 -1.907 1.822
C10 -1.697 3.070 -1.733
H13 -1.673 -5.885 0.245
H14 -2.684 6.686 -2.767
O3 -0.775 3.595 5.127
C11 2.975 2.230 0.728
Se1 -2.869 0.675 1.046
N2 1.743 -2.633 -1.893
C12 -2.064 5.386 -1.187
O4 -1.202 1.856 -1.460
H15 4.806 0.082 -0.047
H16 0.016 -3.229 -4.642
H17 1.312 3.787 -1.225
H18 -2.018 6.186 -0.465
N3 -0.566 2.885 0.909
C13 2.574 -1.540 2.173
H19 3.170 2.970 -3.549
O5 0.529 0.790 2.018
H20 -3.316 -5.349 -0.190
H21 -2.086 -3.772 -2.208
H22 -2.766 4.826 -4.439
C14 -1.432 4.304 4.227
N4 1.370 -3.319 2.544
C15 2.090 -2.333 3.164
O6 -1.325 -1.121 -1.936
C16 -1.179 -3.308 0.667
H23 -0.221 2.864 4.700
O7 -2.977 1.097 2.635
H24 3.952 4.047 0.042
H25 -2.975 -5.903 1.464
O8 -2.067 5.288 4.530
H26 0.893 2.783 -2.580
N5 -0.031 -3.770 -2.580
H27 3.148 -0.638 2.272
C17 -1.903 4.456 1.724
C18 0.494 -4.258 3.219
C19 -2.092 3.365 -3.040
H28 -4.104 -3.494 1.813
N6 -1.438 3.863 0.592
N7 2.153 -1.995 0.949
H29 3.670 -1.130 -0.635
O9 -3.425 -1.060 1.010
H30 2.501 4.568 -3.260
H31 0.811 -4.321 4.259
N8 -2.234 -4.035 1.028
H32 -1.195 1.294 -2.285
C20 4.360 -0.346 -0.948
C21 2.847 3.656 -2.766
C22 -1.746 4.098 -0.780
C23 4.206 3.102 0.523
H33 -2.424 -1.383 2.775
N9 -1.482 -0.837 -3.137
C24 -0.472 2.875 2.221
C25 0.240 1.700 2.833
H34 2.269 -1.873 -3.824
C26 -2.564 -5.367 0.604
H35 -2.085 2.556 -3.758
O10 -1.034 0.249 -3.573
O11 -1.964 -1.642 -3.911
H36 -1.530 -4.844 -3.514
C27 1.724 3.057 -1.928
C28 3.668 0.735 -1.768
C29 1.592 -2.478 -3.248

The net charge is -2. For the gap between HOMO and LUMO, the calculation gives 5.09 eV. For the total energy, the calculation gives -233025.6716 eV. Its energy above the lowest of the compared OMol25 structures with the same formula, charge and spin is 2.603 eV.


No. 2
DFT (wB97M-V/def2-TZVPD) results for a molecular structure, C3H3CaO.

Atoms and positions in Å:
C1 0.307 -1.178 0.132
Ca1 -1.247 1.431 -1.687
O1 0.075 2.693 -1.086
C2 -0.775 -0.077 -0.085
C3 0.182 0.119 0.841
H1 0.361 0.491 1.851
H2 -0.088 -2.121 0.541
H3 1.185 -1.358 -0.507

The net charge is -1. For the gap between HOMO and LUMO, the calculation gives 4.82 eV. For the total energy, the calculation gives -23640.7640 eV. Its energy above the lowest of the compared OMol25 structures with the same formula, charge and spin is 0.000 eV.


No. 3
DFT (wB97M-V/def2-TZVPD) results for a molecular structure, C9H22IMoO3P2.

Atoms and positions in Å:
H1 -1.907 -3.129 -0.547
P1 0.099 -2.374 0.609
H2 0.851 -2.910 -1.626
O1 -3.021 -0.081 -0.035
H3 -2.160 -2.978 1.215
H4 0.941 -4.057 2.302
H5 -1.384 4.378 -0.092
I1 -0.590 0.050 -3.087
H6 0.084 -2.634 3.030
H7 1.333 4.003 -1.074
O2 -0.574 0.133 2.516
C1 0.429 0.199 3.366
H8 -0.607 -1.006 -5.698
C2 0.772 -2.966 2.233
H9 -1.940 2.881 -0.995
H10 2.218 -2.605 -0.522
H11 1.692 2.684 2.038
H12 -1.326 -4.469 0.557
C3 -0.266 -0.036 -5.302
H13 2.176 2.422 -0.895
Mo1 0.120 -0.023 -0.112
H14 -0.791 0.775 -5.834
C4 0.736 3.170 1.782
O3 0.502 0.290 4.620
C5 -1.855 -0.047 0.137
H15 1.722 -2.440 2.420
P2 0.072 2.350 0.265
H16 0.811 2.528 -2.041
C6 -1.464 -3.367 0.442
C7 1.198 2.902 -1.073
H17 0.820 0.066 -5.452
C8 -1.508 3.269 -0.050
C9 1.248 -3.124 -0.617
H18 1.401 -4.212 -0.466
H19 0.892 4.262 1.688
H20 0.050 2.946 2.617
H21 1.417 0.170 2.905
H22 -2.193 2.982 0.776

The net charge is +3. The multiplicity is 3. For the gap between HOMO and LUMO (alpha / beta), the calculation gives 6.88 / 6.20 eV. Its expectation value of S² is 2.03. For the total energy, the calculation gives -44332.2555 eV. Its energy above the lowest of the compared OMol25 structures with the same formula, charge and spin is 0.000 eV.